Here is a structure of composition C36H90N6O16SSn2 from the Open Molecules 2025 dataset. Energies are from wB97M-V/def2-TZVPD.

Each line ends with the Löwdin charge.
Atoms and positions in Å:
Sn: -0.78 3.37 0.62  1.73
Sn: -1.19 -1.98 1.88  1.77
S: -0.12 0.41 -0.23  0.22
O: -0.51 0.59 1.21  -0.50
O: -0.38 -1.01 -0.59  -0.42
O: -0.97 1.32 -1.05  -0.41
O: 1.29 0.78 -0.36  -0.35
C: 0.32 -5.60 3.05  -0.10
O: 0.52 -4.34 2.44  -0.30
C: 1.88 -4.19 2.10  -0.22
C: 2.13 -3.00 1.22  -0.20
N: 1.72 -1.69 1.76  -0.05
C: 2.24 -1.36 3.03  -0.21
C: 1.34 -0.34 3.71  -0.23
O: 0.15 -0.90 4.21  -0.32
C: 0.34 -1.95 5.14  -0.07
H: 0.58 -5.57 4.11  0.10
H: 0.86 -6.39 2.52  0.10
H: -0.75 -5.84 3.09  0.10
H: 2.21 -5.02 1.46  0.14
H: 2.49 -4.17 3.00  0.13
H: 1.76 -3.08 0.20  0.10
H: 3.23 -3.03 1.08  0.13
H: 1.98 -1.01 1.03  0.08
H: 3.26 -0.95 3.15  0.14
H: 2.26 -2.21 3.72  0.11
H: 1.05 0.44 3.01  0.10
H: 1.89 0.01 4.59  0.14
H: 1.23 -1.85 5.76  0.11
H: 0.47 -2.89 4.58  0.07
H: -0.54 -1.91 5.77  0.10
C: -1.04 -5.78 -0.23  -0.07
O: -0.65 -4.44 -0.35  -0.25
C: -0.92 -3.86 -1.62  -0.21
C: -2.37 -3.43 -1.73  -0.14
N: -2.62 -2.49 -0.58  -0.08
C: -3.94 -1.88 -0.63  -0.17
C: -4.04 -0.90 0.53  -0.25
O: -3.62 -1.43 1.76  -0.41
C: -4.66 -1.69 2.69  -0.05
H: -0.72 -6.08 0.77  0.07
H: -0.45 -6.36 -0.95  0.11
H: -2.12 -5.89 -0.26  0.10
H: -0.66 -4.61 -2.38  0.14
H: -0.27 -3.00 -1.67  0.08
H: -3.00 -4.32 -1.56  0.12
H: -2.64 -2.97 -2.69  0.12
H: -1.97 -1.75 -0.87  0.04
H: -4.72 -2.64 -0.49  0.14
H: -4.20 -1.32 -1.53  0.13
H: -5.07 -0.54 0.58  0.14
H: -3.44 -0.01 0.29  0.11
H: -5.12 -0.77 3.10  0.09
H: -4.26 -2.21 3.56  0.10
H: -5.44 -2.31 2.24  0.11
C: 6.65 1.38 1.04  -0.10
O: 5.76 1.16 -0.04  -0.18
C: 5.00 0.02 0.14  -0.26
C: 4.47 -0.50 -1.18  -0.17
N: 3.22 -1.27 -0.98  -0.05
C: 2.89 -2.02 -2.22  -0.20
C: 3.64 -3.32 -2.33  -0.23
O: 4.92 -3.24 -2.87  -0.17
C: 4.98 -2.92 -4.22  -0.12
H: 6.08 1.40 1.99  0.09
H: 7.14 2.33 0.91  0.09
H: 7.39 0.58 1.14  0.10
H: 4.16 0.23 0.86  0.11
H: 5.49 -0.78 0.72  0.13
H: 5.30 -1.13 -1.52  0.13
H: 4.30 0.32 -1.89  0.13
H: 2.53 -0.51 -1.03  0.05
H: 2.89 -1.30 -3.04  0.11
H: 1.85 -2.35 -2.15  0.09
H: 3.02 -4.01 -2.92  0.13
H: 3.76 -3.77 -1.35  0.12
H: 5.81 -3.40 -4.74  0.09
H: 5.10 -1.83 -4.34  0.09
H: 4.08 -3.21 -4.80  0.10
C: 1.95 5.19 2.82  -0.09
O: 1.59 3.88 2.41  -0.28
C: 2.75 3.31 1.82  -0.23
C: 3.06 3.86 0.47  -0.16
N: 1.93 3.46 -0.41  -0.09
C: 2.18 3.76 -1.84  -0.15
C: 0.92 3.43 -2.60  -0.20
O: -0.10 4.18 -1.97  -0.30
C: -1.34 4.17 -2.61  -0.12
H: 2.76 5.23 3.55  0.11
H: 1.07 5.77 3.11  0.09
H: 2.29 5.79 1.96  0.09
H: 2.58 2.22 1.77  0.12
H: 3.61 3.38 2.49  0.14
H: 4.02 3.45 0.15  0.13
H: 3.06 4.95 0.42  0.12
H: 1.90 2.44 -0.33  0.04
H: 3.07 3.25 -2.20  0.14
H: 2.30 4.85 -1.86  0.13
H: 0.75 2.35 -2.52  0.10
H: 0.98 3.57 -3.69  0.15
H: -2.12 4.49 -1.90  0.07
H: -1.67 3.24 -3.08  0.08
H: -1.42 4.93 -3.41  0.11
C: -1.29 3.65 7.55  -0.08
O: -1.88 3.18 6.33  -0.21
C: -0.93 2.74 5.37  -0.21
C: -1.64 1.73 4.51  -0.19
N: -2.47 2.33 3.47  -0.04
C: -3.25 1.30 2.83  -0.24
C: -4.16 1.85 1.76  -0.23
O: -3.42 2.48 0.75  -0.31
C: -4.19 2.47 -0.47  -0.06
H: -0.90 2.77 8.09  0.09
H: -2.09 3.94 8.23  0.09
H: -0.55 4.41 7.31  0.09
H: -0.05 2.25 5.81  0.13
H: -0.66 3.63 4.82  0.12
H: -2.23 1.10 5.19  0.14
H: -0.85 1.19 3.97  0.09
H: -3.10 3.05 3.82  0.13
H: -3.86 0.84 3.63  0.13
H: -2.65 0.47 2.46  0.07
H: -4.82 2.52 2.32  0.15
H: -4.74 1.02 1.35  0.08
H: -5.26 2.39 -0.30  0.11
H: -3.83 1.66 -1.10  0.07
H: -4.05 3.39 -1.05  0.09
C: -5.35 2.78 -4.78  -0.08
O: -4.47 1.99 -3.99  -0.21
C: -3.35 1.55 -4.71  -0.25
C: -2.69 0.45 -3.89  -0.22
N: -1.35 0.23 -4.38  -0.06
C: -0.74 -1.08 -4.10  -0.18
C: 0.66 -1.16 -4.63  -0.26
O: 0.76 -1.41 -5.98  -0.17
C: 0.18 -0.51 -6.90  -0.09
H: -6.38 2.62 -4.48  0.09
H: -5.24 2.54 -5.84  0.09
H: -5.07 3.82 -4.56  0.09
H: -2.74 2.45 -4.90  0.12
H: -3.56 1.14 -5.71  0.13
H: -3.30 -0.44 -4.06  0.13
H: -2.78 0.76 -2.83  0.09
H: -0.69 0.96 -4.15  0.10
H: -1.34 -1.86 -4.58  0.14
H: -0.70 -1.14 -3.00  0.09
H: 1.00 -2.07 -4.15  0.11
H: 1.31 -0.31 -4.40  0.13
H: -0.90 -0.36 -6.82  0.08
H: 0.40 -0.78 -7.93  0.09
H: 0.67 0.47 -6.74  0.09

Results
DFT total energy = -102970.004 eV
charge = +2
HOMO energy = -12.3452 eV